a | 8
Properties=species:S:1:pos:R:3:nbo_charge:R:1 method="wB97M-V/def2-TZVPD" homo_lumo_gap_ev="9.12 / 6.50" lumo_energy_ha="-0.0087 / -0.0206" multiplicity=1
C -1.056 0.728 0.029 -0.33
C -0.073 0.035 0.676 -0.73
B 0.661 -1.161 0.147 0.67
H 2.054 0.250 -1.527 -0.14
H 0.383 0.575 1.492 0.24
H -1.502 0.085 -0.793 0.19
H 0.899 -2.169 -0.354 -0.10
H -1.365 1.657 0.329 0.20

***

b | 8
Properties=species:S:1:pos:R:3:nbo_charge:R:1 method="wB97M-V/def2-TZVPD" homo_lumo_gap_ev=9.31 lumo_energy_ha=-0.0034 multiplicity=1
C 0.704 -0.656 -0.222 -0.71
C -0.714 -0.038 -0.306 -0.90
B 0.091 0.448 0.799 0.74
H 0.790 -1.666 -0.017 0.23
H 0.208 1.999 2.193 -0.12
H -1.732 -0.577 -0.325 0.27
H 1.229 -0.252 -1.020 0.23
H -0.576 0.743 -1.102 0.27

***

Which structure wins on stability? b wins.

***

a | 8
Properties=species:S:1:pos:R:3:nbo_charge:R:1 method="wB97M-V/def2-TZVPD" homo_lumo_gap_ev=13.34 lumo_energy_ha=0.0404 smiles=FCC(F)F multiplicity=1
F 0.069 0.530 -1.655 -0.34
F -1.604 -0.360 -0.526 -0.33
F 0.055 -0.394 1.729 -0.34
C -0.474 0.376 -0.413 0.54
C 0.537 -0.349 0.446 0.00
H -0.731 1.363 -0.039 0.13
H 0.666 -1.333 0.050 0.18
H 1.482 0.166 0.408 0.18

***

b | 8
Properties=species:S:1:pos:R:3:nbo_charge:R:1 method="wB97M-V/def2-TZVPD" homo_lumo_gap_ev=11.21 lumo_energy_ha=0.0121 multiplicity=1
F -0.155 1.307 1.263 -0.36
F 1.466 0.172 1.867 -0.33
F 0.424 -1.002 -1.146 -0.35
C 0.143 -0.847 0.197 -0.03
C 0.802 0.478 0.801 0.62
H 0.745 -1.630 0.584 0.18
H 1.654 1.584 -0.196 0.06
H -0.935 -0.903 0.521 0.19

***

Which structure wins on stability? a wins.

***

a | 10
Properties=species:S:1:pos:R:3:nbo_charge:R:1 method="wB97M-V/def2-TZVPD" homo_lumo_gap_ev=10.76 lumo_energy_ha=0.0138 smiles="NC(=O)O.O" multiplicity=1
O 0.280 -0.015 -1.585 -0.66
O 2.064 1.849 1.426 -0.94
O -1.155 -1.673 -1.453 -0.70
N -1.047 -0.337 0.391 -0.83
C -0.684 -0.548 -0.922 0.86
H 2.667 1.143 1.533 0.48
H -0.751 0.509 0.892 0.40
H -0.459 -2.016 -2.086 0.52
H 1.172 1.576 1.274 0.46
H -2.087 -0.489 0.531 0.40

***

b | 10
Properties=species:S:1:pos:R:3:nbo_charge:R:1 method="wB97M-V/def2-TZVPD" homo_lumo_gap_ev=10.77 lumo_energy_ha=0.0219 smiles="NC(=O)O.O" multiplicity=1
O -0.421 -1.444 1.258 -0.62
O 2.052 1.274 -0.233 -0.96
O -2.253 -0.383 0.487 -0.71
N -0.408 -0.396 -0.800 -0.88
C -0.945 -0.793 0.400 0.88
H -1.098 -0.190 -1.500 0.39
H 2.842 1.658 -0.638 0.48
H -2.548 -0.582 1.386 0.50
H 0.449 0.137 -0.861 0.43
H 2.330 0.719 0.501 0.49

***

Which structure wins on stability? b wins.

***

a | 58
Properties=species:S:1:pos:R:3:nbo_charge:R:1 method="wB97M-V/def2-TZVPD" homo_lumo_gap_ev=9.34 lumo_energy_ha=-0.0046 multiplicity=1
O 0.221 -0.201 5.183 -0.94
O -2.733 2.740 0.386 -0.97
O 0.123 -2.627 0.797 -0.60
O -0.969 -4.297 -1.056 -0.96
O -2.091 -4.065 1.617 -0.97
O 3.041 1.619 -3.838 -0.93
O -4.694 0.356 -0.173 -0.95
O 0.408 3.380 0.969 -0.94
O 1.142 -0.421 -3.893 -1.03
O -0.221 -0.138 -1.591 -0.77
O -3.924 2.323 -3.104 -0.94
O 0.067 2.325 -3.910 -0.95
O -1.293 1.675 2.977 -0.98
O 3.095 1.456 3.866 -0.97
O -1.608 -1.014 3.077 -0.97
N 1.670 0.944 -0.801 -0.68
C 0.173 1.077 -0.962 0.05
C 1.240 -3.024 0.545 0.49
C 1.925 -2.752 -0.753 -0.53
C 2.040 -0.248 0.013 -0.23
C 2.581 -1.379 -0.826 -0.43
H 2.210 1.147 -1.598 0.34
H -1.911 -4.334 -1.136 0.49
H 2.481 1.681 4.548 0.48
H 2.733 0.083 0.845 0.21
H 3.523 -1.546 -0.378 0.21
H 1.119 -0.039 4.779 0.46
H 2.747 -1.004 -1.845 0.24
H -3.889 0.832 -0.004 0.48
H 1.159 -0.648 0.547 0.20
H 1.216 3.887 1.044 0.46
H 0.917 -1.132 -4.477 0.51
H 0.017 1.808 -1.751 0.24
H -5.391 0.981 0.053 0.47
H 0.781 2.628 0.512 0.47
H -1.431 -3.397 1.400 0.49
H 2.927 1.660 -2.897 0.43
H -2.333 -1.580 3.319 0.48
H 0.738 -0.260 -3.052 0.52
H -3.287 1.634 -2.868 0.47
H -0.252 1.257 0.044 0.18
H 3.617 2.163 3.486 0.49
H 2.663 -3.521 -0.870 0.22
H 0.486 1.593 -4.407 0.48
H -2.187 2.252 1.012 0.50
H -0.403 -0.901 -0.984 0.50
H -0.959 -1.524 2.549 0.50
H -1.470 2.589 3.255 0.49
H -1.609 0.981 3.530 0.49
H -0.718 -4.842 -0.284 0.48
H -3.004 3.536 0.840 0.47
H 2.344 0.968 -4.003 0.49
H 0.743 2.989 -3.815 0.48
H 1.177 -2.939 -1.575 0.26
H -0.250 -0.126 4.341 0.47
H -3.988 2.843 -2.297 0.47
H 1.853 -3.618 1.205 0.13
H -2.563 -3.828 2.410 0.47

***

b | 58
Properties=species:S:1:pos:R:3:nbo_charge:R:1 method="wB97M-V/def2-TZVPD" homo_lumo_gap_ev=8.31 lumo_energy_ha=0.0105 multiplicity=1
O -2.715 2.357 2.571 -1.00
O -0.718 1.798 -1.698 -1.04
O -3.087 -3.506 -1.477 -0.99
O -1.443 -1.417 -2.529 -1.03
O 2.137 0.236 3.697 -0.96
O -1.707 0.856 -4.008 -0.97
O -1.102 1.454 4.511 -0.99
O -2.568 -1.271 -0.025 -0.79
O 1.212 3.418 -1.230 -0.95
O 3.427 1.111 1.528 -1.00
O 3.098 1.793 -0.964 -0.89
O 2.892 0.099 -2.923 -0.96
O 1.170 -1.897 -2.348 -1.04
O 1.019 0.021 -0.778 -0.88
O -2.976 1.382 0.102 -0.99
N 0.665 -1.298 1.150 -0.51
C 0.186 1.087 1.116 -0.58
C 1.974 -1.952 0.973 -0.43
C -1.828 -1.598 1.142 -0.08
C 0.620 -0.019 0.463 0.48
C -0.454 -2.205 0.813 -0.25
H 0.138 1.997 0.641 0.18
H 2.255 2.485 -1.061 0.52
H -2.299 1.654 -0.491 0.50
H 2.138 -2.360 -0.029 0.16
H -1.719 -0.021 -3.558 0.51
H -2.960 0.383 0.078 0.50
H 1.384 0.700 4.106 0.51
H 3.740 -0.357 -3.010 0.48
H -4.045 -3.581 -1.714 0.48
H -0.490 -1.729 -2.493 0.52
H -1.963 -1.113 -0.803 0.52
H -1.107 1.560 -2.580 0.52
H 2.796 0.818 2.258 0.53
H 0.401 2.867 -1.536 0.53
H 2.773 -1.244 1.130 0.22
H -2.493 -2.288 1.663 0.19
H 2.902 1.018 -1.635 0.54
H -1.753 -0.726 1.761 0.21
H -1.112 2.149 5.087 0.45
H -1.681 1.765 3.770 0.50
H -0.303 -3.123 1.431 0.21
H -0.162 1.098 2.126 0.21
H -2.692 1.973 1.647 0.52
H -3.642 2.440 2.755 0.47
H -3.022 -2.810 -0.807 0.49
H 0.980 3.747 -0.320 0.49
H -1.948 -2.258 -2.525 0.51
H 1.782 -0.553 3.247 0.50
H 2.206 -0.621 -2.786 0.52
H -1.094 0.750 -4.744 0.48
H 1.520 -2.698 -2.031 0.48
H 4.015 1.782 1.862 0.49
H -0.421 -2.569 -0.181 0.18
H -0.114 1.023 -1.457 0.51
H 2.998 1.386 -0.049 0.54
H 1.080 -1.180 -1.528 0.50
H 2.110 -2.815 1.686 0.20

***

Which structure wins on stability? b wins.

***

a | 10
Properties=species:S:1:pos:R:3:nbo_charge:R:1 method="wB97M-V/def2-TZVPD" homo_lumo_gap_ev=8.93 lumo_energy_ha=0.0239 multiplicity=1
S 0.684 -0.494 -1.806 0.18
P 0.244 1.039 0.325 1.08
O -0.616 0.314 1.456 -0.99
C -0.801 0.328 -1.083 -0.84
C 1.307 -0.479 -0.103 -0.81
H -1.413 0.961 -1.723 0.23
H -1.412 -0.405 -0.583 0.22
H -1.388 0.801 1.671 0.49
H 1.030 -1.321 0.506 0.23
H 2.308 -0.333 -0.069 0.22

***

b | 10
Properties=species:S:1:pos:R:3:nbo_charge:R:1 method="wB97M-V/def2-TZVPD" homo_lumo_gap_ev="7.23 / 7.38" lumo_energy_ha="-0.0116 / -0.0054" multiplicity=1
S 1.857 0.408 0.146 0.21
P -0.898 0.579 -0.636 0.91
O -2.180 -0.233 -0.039 -1.01
C 1.306 -0.821 -1.038 -0.61
C 0.180 0.596 0.926 -0.90
H 0.299 1.674 1.453 0.24
H -2.896 0.411 0.150 0.50
H 1.729 -0.722 -1.996 0.21
H -0.084 -0.269 1.588 0.23
H 0.684 -1.624 -0.555 0.22

***

c | 10
Properties=species:S:1:pos:R:3:nbo_charge:R:1 method="wB97M-V/def2-TZVPD" homo_lumo_gap_ev=8.04 lumo_energy_ha=0.0004 multiplicity=1
S 0.137 -1.451 -0.245 0.23
P -0.552 1.253 -0.131 0.61
O 2.220 0.435 -0.037 -0.70
C -1.367 -0.432 -0.083 -0.84
C 0.898 0.177 0.088 -0.11
H 2.831 -0.228 0.450 0.50
H -0.419 1.314 -1.644 -0.08
H -1.954 -0.757 -0.959 0.25
H 0.381 0.232 1.923 -0.11
H -2.174 -0.544 0.637 0.25

***

Which structure wins on stability? a wins.

***

a | 6
Properties=species:S:1:pos:R:3:nbo_charge:R:1 method="wB97M-V/def2-TZVPD" homo_lumo_gap_ev=10.25 lumo_energy_ha=0.0124 smiles="O=CC=O" multiplicity=1
O 1.270 -0.774 -0.069 -0.47
O -1.675 -0.501 0.191 -0.48
C 0.658 0.116 0.331 0.34
C -0.719 0.052 -0.308 0.35
H 1.129 0.782 1.163 0.13
H -0.663 0.325 -1.307 0.12

***

b | 6
Properties=species:S:1:pos:R:3:nbo_charge:R:1 method="wB97M-V/def2-TZVPD" homo_lumo_gap_ev="8.26 / 8.26" lumo_energy_ha="-0.0289 / -0.0289" multiplicity=1
O 1.285 -1.855 1.195 -0.37
O -0.442 -0.679 -1.563 -0.69
C 0.043 -0.314 -0.468 -0.10
C 1.014 -1.179 0.310 0.78
H 0.510 0.713 -0.400 0.17
H -0.651 -0.428 0.436 0.21

***

c | 6
Properties=species:S:1:pos:R:3:nbo_charge:R:1 method="wB97M-V/def2-TZVPD" homo_lumo_gap_ev=9.17 lumo_energy_ha=-0.0419 smiles="O=CC=O" multiplicity=1
O 0.026 0.815 1.297 -0.42
O -0.604 0.048 -1.381 -0.42
C 0.043 -0.633 -0.626 0.31
C 0.459 -0.105 0.680 0.32
H 1.209 -0.757 1.188 0.09
H 0.406 -1.719 -0.845 0.12

***

Which structure wins on stability? c wins.